The following is a quantum chemistry calculation of 8 unconnected molecules or ions with the total composition C23H62O22S8, from OMol25.

The geometry in XYZ format:
```
115
C23H62O22S8 ωB97M-V/def2-TZVPD
O -2.8855 -2.3610 -1.7881
S -3.3401 -3.2986 -0.7772
O -2.7711 -3.3447 0.5348
O -4.9599 -3.1574 -0.6419
C -5.6934 -2.6262 -1.7632
C -6.9710 -3.3899 -1.9599
C -3.3386 -4.9306 -1.5207
H -5.1031 -2.7795 -2.6765
H -5.7115 -1.5396 -1.6846
H -6.7812 -4.4350 -2.1952
H -7.5632 -2.9087 -2.7366
H -7.5582 -3.3647 -1.0377
H -2.3152 -5.2851 -1.6026
H -3.9565 -4.9754 -2.4116
H -3.8415 -5.5615 -0.7839
O 6.5730 3.3905 5.0284
S 5.6125 2.3311 5.1437
O 5.5732 1.4553 6.2956
O 4.1638 3.0229 4.9655
C 3.0108 2.3149 5.4586
C 1.9411 2.2588 4.3847
C 5.6157 1.3131 3.6227
H 2.6044 2.9960 6.2169
H 3.2079 1.4065 6.0213
H 1.7880 3.1682 3.8069
H 0.9558 2.0036 4.7799
H 2.1427 1.4618 3.6610
H 4.8668 0.5466 3.8005
H 6.6166 0.9210 3.4779
H 5.2656 1.9417 2.8098
O 3.2891 0.2722 1.6501
S 4.0518 -0.7209 0.9602
O 5.2813 -1.1578 1.5555
O 3.0468 -1.9638 0.5925
C 3.6356 -2.8851 -0.3213
C 3.4421 -4.3274 0.1519
C 4.4331 -0.1217 -0.6961
H 4.7257 -2.8356 -0.3345
H 3.2696 -2.8133 -1.3469
H 3.9091 -4.3653 1.1471
H 4.1499 -4.9636 -0.3849
H 2.4602 -4.7675 0.2986
H 4.5845 0.9590 -0.6414
H 3.5904 -0.1847 -1.3829
H 5.3510 -0.5373 -1.1026
O -3.0105 4.8375 2.8949
S -1.8246 4.1068 2.5349
O -1.0140 3.4516 3.5259
O -2.1859 3.0153 1.4255
C -3.1643 3.3331 0.4352
C -3.1139 2.3538 -0.6830
C -0.7463 5.2240 1.6242
H -2.9528 4.3108 -0.0141
H -4.1342 3.3890 0.9340
H -4.0287 2.2556 -1.2648
H -2.8317 1.3288 -0.4165
H -2.2939 2.5531 -1.3798
H 0.2873 4.9276 1.7672
H -0.9101 6.1944 2.0934
H -1.0711 5.3259 0.5918
O 1.2442 -4.0240 -2.4310
S 0.5713 -4.2360 -3.7065
O -0.7591 -3.7141 -3.8726
O 1.5355 -3.7261 -4.9428
C 2.9559 -3.7378 -4.6772
C 3.5928 -3.8371 -6.0480
C 0.4233 -5.9867 -4.1337
H 3.2753 -4.5614 -4.0353
H 3.1601 -2.8000 -4.1582
H 3.4951 -2.8982 -6.5935
H 3.1508 -4.6784 -6.5795
H 4.6732 -3.9999 -6.0636
H 0.4052 -5.9995 -5.2232
H -0.3116 -6.5934 -3.6221
H 1.4185 -6.4102 -3.9557
O -2.2516 -2.0932 4.8994
S -3.5446 -1.9527 4.2975
O -4.6266 -1.4589 5.1275
O -3.4287 -1.0446 2.9511
C -4.6624 -0.7660 2.2536
C -5.0663 0.6678 2.3300
C -4.0420 -3.5521 3.6158
H -5.4585 -1.4302 2.5993
H -4.4782 -1.1632 1.2537
H -4.4529 1.3447 1.7279
H -4.9691 1.0560 3.3460
H -6.0786 0.9077 2.0005
H -3.2018 -3.8956 3.0097
H -4.8557 -3.4163 2.9104
H -4.1637 -4.2384 4.4465
O 2.2064 7.2675 -4.0949
S 1.3505 7.2199 -2.9409
O -0.0864 7.1916 -3.1141
O 1.7488 5.9890 -1.9857
C 1.0711 4.7508 -2.2043
C 2.0174 3.5762 -2.5035
C 1.6587 8.6049 -1.8172
H 0.3864 4.8445 -3.0469
H 0.4787 4.3852 -1.3661
H 2.2040 3.3245 -3.5460
H 1.5621 2.7122 -2.0145
H 2.9788 3.6840 -1.9970
H 1.1529 9.4294 -2.3140
H 2.7298 8.7906 -1.8783
H 1.2707 8.3900 -0.8306
C -0.3904 0.0393 1.1067
S -0.0132 0.4694 -0.6468
O 1.4323 0.8868 -0.7219
C 0.0723 -1.2317 -1.3366
H -0.0304 -0.9741 1.2761
H -1.4658 0.0987 1.2622
H 0.1379 0.7310 1.7587
H 0.4008 -1.0845 -2.3637
H -0.7106 -1.9785 -1.2731
H 0.9140 -1.6480 -0.7761
```

Properties
LUMO level, eV: -0.260
Frontier orbital gap, eV: 8.569

***

The following is a quantum chemistry calculation of 2 unconnected molecules or ions with the total composition C5H13NO2, from OMol25.

The geometry in XYZ format:
```
21
C5H13NO2 ωB97M-V/def2-TZVPD
C 1.1527 -0.2592 0.9776
C 1.1383 -1.7584 1.3832
C -0.1342 0.4830 1.3371
N -0.3368 1.6190 0.4197
C -1.2212 1.3139 -0.6757
C -0.8533 2.2103 -1.8864
O -1.3036 2.1364 -2.9924
H 1.2651 -0.1961 -0.1041
H 2.0263 0.2592 1.3795
H 2.1084 -2.0551 1.7978
H 0.9761 -2.2321 0.4190
H 0.5439 -1.9694 2.2756
H -0.0679 0.8567 2.3645
H -1.0063 -0.1713 1.4319
H -0.5635 2.4810 0.9160
H -2.3000 1.4856 -0.5829
H -0.9471 0.3153 -1.0128
H -0.0820 2.9673 -1.6269
H -0.7644 -2.0591 -1.8863
H 0.2753 -3.0735 -2.2707
O 0.0939 -2.3535 -1.6639
```

Properties
LUMO level, eV: 0.666
Frontier orbital gap, eV: 9.722
Structure (SMILES): CCCNCC=O.O

***

The following is a quantum chemistry calculation of C4H10O2 in the gas phase, from OMol25.

The geometry in XYZ format:
```
16
C4H10O2 ωB97M-V/def2-TZVPD
C -0.4595 1.9995 -2.1437
O -0.8023 0.8854 -1.3615
C 0.1139 0.6715 -0.3161
C -0.3003 -0.5867 0.4307
O 0.8202 -1.0316 1.1560
C 0.6327 -2.2842 1.7634
H -1.1646 2.0444 -2.9774
H -0.5233 2.9363 -1.5681
H 0.5623 1.9101 -2.5455
H 1.1311 0.5202 -0.7096
H 0.1441 1.5403 0.3627
H -1.1392 -0.3860 1.1145
H -0.6389 -1.3331 -0.3053
H 1.3952 -2.3896 2.5384
H -0.3539 -2.3689 2.2425
H 0.7473 -3.1063 1.0408
```

Properties
LUMO level, eV: 1.108
Frontier orbital gap, eV: 10.954
Structure (SMILES): COCCOC

***

The following is a quantum chemistry calculation of a molecular structure, C15H35BeN5O9S, from OMol25.

The geometry in XYZ format:
```
66
C15H35BeN5O9S ωB97M-V/def2-TZVPD
Be -4.8656 -29.1218 3.1373
S -4.8591 -26.5339 4.5530
O -3.8939 -26.1309 5.6102
O -4.1209 -27.0030 3.3603
O -5.7350 -27.6817 4.8393
O -5.5768 -25.2784 4.3442
C -7.5038 -30.8228 5.0326
O -6.3661 -30.5291 4.7245
N -7.8218 -31.6150 6.0918
C -9.1527 -31.8830 6.5856
C -6.7005 -32.3767 6.6981
H -8.3973 -30.4031 4.5476
H -9.1374 -31.9878 7.6681
H -9.2950 -32.8754 6.1376
H -9.9597 -31.2603 6.2087
H -6.8851 -32.5349 7.7606
H -6.6264 -33.3412 6.1936
H -5.7471 -31.8577 6.6507
C -5.4927 -32.4998 2.0139
O -5.2541 -31.3043 2.0941
N -5.1287 -33.2742 0.9874
C -5.3098 -34.7241 1.0056
C -4.5965 -32.7363 -0.2494
H -6.0565 -33.0611 2.7723
H -4.3961 -35.1102 0.5468
H -6.0608 -35.0297 0.2721
H -5.5012 -35.2331 1.9452
H -5.1150 -33.0672 -1.1470
H -4.3947 -31.6678 -0.2209
H -3.5641 -33.0985 -0.3277
C -2.9929 -30.2686 5.7623
O -3.4969 -30.4771 4.6697
N -1.8030 -29.6935 5.9604
C -1.0562 -28.9641 4.9379
C -1.1251 -29.6654 7.2539
H -3.3539 -30.6155 6.7457
H -0.7690 -27.9519 5.2159
H -1.5699 -28.9723 3.9788
H -0.1206 -29.4745 4.6817
H -0.0415 -29.6911 7.2093
H -1.5605 -28.9765 7.9782
H -1.4160 -30.6294 7.6890
C -1.8966 -30.5599 1.5058
O -2.5534 -29.7279 2.0986
N -0.7325 -30.2513 0.8888
C 0.1423 -31.3160 0.4751
C -0.2111 -28.8581 0.9041
H -2.0504 -31.6402 1.3501
H 1.0019 -31.4408 1.1417
H 0.5465 -31.1057 -0.5161
H -0.3193 -32.3017 0.5170
H 0.3823 -28.8158 -0.0112
H -0.9530 -28.0729 1.0009
H 0.5592 -28.6930 1.6614
C -7.6306 -28.6864 1.0304
O -7.0741 -29.0884 2.0339
N -8.0100 -27.4202 0.7247
C -7.8279 -26.3435 1.6946
C -8.7820 -27.1908 -0.4813
H -7.7689 -29.3587 0.1665
H -8.7785 -26.1127 2.1768
H -7.3840 -25.4386 1.2821
H -7.1268 -26.6857 2.4567
H -9.2615 -28.0850 -0.8770
H -9.4418 -26.3407 -0.3168
H -8.1507 -26.8886 -1.3242
```

Properties
LUMO level, eV: 0.022
Frontier orbital gap, eV: 6.031

***

The following is a quantum chemistry calculation of C20H21N3O6S2 in the gas phase, from OMol25.

The geometry in XYZ format:
```
52
C20H21N3O6S2 ωB97M-V/def2-TZVPD
C 3.0868 -0.8845 -1.0193
H 3.6496 -1.8170 -1.0308
H 3.7765 -0.0403 -0.9286
H 2.5240 -0.7870 -1.9490
O 2.2431 -0.9705 0.1107
C 1.5759 0.1511 0.5254
C 1.3862 0.2717 1.8955
C 0.7441 1.3678 2.4419
C 0.3171 2.4025 1.6248
C 0.4635 2.2675 0.2506
C 1.0362 1.1394 -0.3204
O 1.0950 0.9333 -1.6676
C 0.3881 1.8157 -2.5133
H 0.4153 1.3524 -3.4983
H 0.8741 2.7954 -2.5605
H -0.6504 1.9332 -2.1925
H 0.1057 3.0517 -0.3942
C -0.2772 3.6553 2.2166
H 0.4459 4.4716 2.1385
H -0.4731 3.4877 3.2783
C -1.5740 4.0981 1.5283
N -2.5318 3.0196 1.4758
C -2.8337 2.3634 0.3417
O -2.4897 2.7099 -0.7663
C -3.7319 1.1486 0.5551
H -3.7269 0.5289 -0.3402
H -4.7465 1.4688 0.7945
S -3.1816 0.1164 1.9447
C -1.9791 -0.8741 1.1522
N -1.8308 -0.7835 -0.1252
C -0.9243 -1.6200 -0.6717
C -0.1831 -2.5670 0.0360
C 0.6939 -3.3115 -0.7921
C 0.5849 -2.9172 -2.1067
C 1.3220 -3.3987 -3.2608
O 2.1641 -4.2656 -3.2651
O 0.9659 -2.7493 -4.3871
H 1.4720 -3.0955 -5.1378
S -0.5801 -1.6353 -2.3502
C 1.6076 -4.3527 -0.2646
H 2.1969 -4.7920 -1.0622
H 1.0309 -5.1244 0.2429
H 2.2593 -3.9009 0.4817
C -0.3426 -2.6578 1.4683
O 0.2056 -3.3982 2.2490
N -1.2945 -1.7309 1.9448
H -1.4569 -1.7326 2.9451
H -2.7956 2.6032 2.3573
H -2.0110 4.9416 2.0721
H -1.3909 4.4043 0.4976
H 0.6124 1.4286 3.5122
H 1.7627 -0.5212 2.5231
```

Properties
LUMO level, eV: 0.097
Frontier orbital gap, eV: 8.251
Structure (SMILES): COc1ccc(CCNC(=O)CSc2nc3sc(C(=O)O)c(C)c3c(=O)[nH]2)cc1OC

***

The following is a quantum chemistry calculation of C4H6S2 in the gas phase, from OMol25.

The geometry in XYZ format:
```
12
C4H6S2 ωB97M-V/def2-TZVPD
C 2.4479 0.2075 0.0022
C -0.3112 -0.0663 0.0060
C -1.5107 -0.9365 0.0025
C -2.7691 -0.4691 0.0029
H 2.4312 0.8428 -0.8530
H 2.4503 0.8235 0.9146
H 3.3889 -0.3415 -0.0242
H -1.3380 -2.0147 -0.0273
H -2.9924 0.6134 0.0019
H -3.6098 -1.1677 0.0122
S 1.1325 -1.0270 -0.0025
S -0.3495 1.5789 -0.0041
```

Properties
LUMO level, eV: -0.571
Frontier orbital gap, eV: 8.060
Structure (SMILES): C=CC(=S)SC

***

The following is a quantum chemistry calculation of a molecular structure, C53H48AsCoN7O2, from OMol25.

The geometry in XYZ format:
```
112
C53H48AsCoN7O2 ωB97M-V/def2-TZVPD
Co -2.3688 -0.6470 -0.7010
C -3.9743 3.8153 -5.8584
C -3.5191 2.6689 -5.0000
C -2.1096 2.4658 -4.9462
C -1.4833 1.9896 -3.8508
C -2.2343 1.3814 -2.8051
N -1.6473 0.9322 -1.6360
C -1.0822 1.9673 -0.8612
C -1.9375 2.9789 -0.4343
C -1.5734 4.1321 0.2970
C -0.3279 4.5880 0.7103
C -0.1525 5.9785 1.2831
C 0.8788 3.6762 0.7134
C 0.3353 1.8662 -0.4091
N 0.9873 0.6099 -0.9757
C 2.0074 0.3404 -1.8275
C 2.1973 -1.0514 -1.8261
C 1.1216 -1.6458 -1.1433
N 0.3779 -0.6178 -0.6215
C -3.6546 1.1950 -3.0232
C -4.2510 2.0386 -3.9941
N -4.4270 0.2543 -2.3542
C -5.7928 0.1472 -2.4760
C -6.1858 -1.0171 -1.8570
C -4.9928 -1.6268 -1.4335
N -3.9097 -0.8376 -1.6923
H -3.6168 4.7905 -5.4971
H -5.0651 3.8831 -5.9224
H -3.5263 3.6877 -6.8454
H -1.5639 2.6724 -5.8835
H -0.3742 1.9509 -3.7704
H -2.9989 2.8395 -0.5927
H -2.3828 4.7118 0.6351
H -1.1165 6.4888 1.4075
H 0.4852 6.6056 0.5829
H 0.4693 5.9845 2.2414
H 1.7660 4.1027 1.1965
H 2.5747 1.1303 -2.3330
H 3.0353 -1.5796 -2.2389
H 0.8414 -2.6945 -1.0470
H -5.3372 2.1523 -3.9500
H -6.3739 0.8656 -3.0108
H -7.1990 -1.3477 -1.6807
H -4.8002 -2.5589 -0.8721
N -4.2604 1.3416 2.4703
C -3.2100 0.6060 2.0604
N -2.0717 0.5760 2.8250
O -3.1942 0.0169 0.9783
H -4.3187 1.7776 3.3605
H -5.0834 1.2752 1.8638
H -2.0820 0.9796 3.7700
H -1.3300 -0.0611 2.5653
C 0.2389 -7.1090 -2.3940
C 0.6057 -5.8493 -2.9471
C -0.1536 -4.7181 -2.6883
C -1.1308 -4.7053 -1.6490
C -1.3553 -5.9083 -1.0227
C -0.6614 -7.0988 -1.3462
C -2.0163 -3.5110 -1.4948
C -2.3421 -2.8195 -0.3830
C -2.5975 -3.1953 0.9948
C -1.6138 -3.8829 1.7138
C -1.9261 -4.5267 2.9352
C -3.2251 -4.4113 3.4866
C -4.1371 -3.5840 2.8010
C -3.7997 -2.9157 1.6660
H 0.6800 -8.0308 -2.7412
H 1.3604 -5.7987 -3.6668
H 0.0637 -3.7960 -3.2474
H -2.0101 -5.9113 -0.1369
H -0.8754 -8.0412 -0.8252
H -2.0878 -3.0355 -2.4665
H -0.6277 -4.0859 1.2273
H -1.2078 -5.2311 3.3647
H -3.5035 -4.9595 4.3708
H -5.1602 -3.5029 3.1419
H -4.5174 -2.1849 1.2860
O -0.5267 -0.6430 0.2813
As 3.8106 -0.1762 1.8922
C 4.4307 0.2798 3.6608
C 4.1364 1.5184 4.1652
C 4.2037 1.7780 5.5065
C 4.4705 0.7483 6.3973
C 4.8038 -0.5234 5.8901
C 4.8823 -0.7018 4.5247
C 2.9615 1.5281 1.3075
C 3.4499 2.2961 0.1829
C 2.7230 2.9000 -0.7810
C 1.2738 3.1352 -0.6977
C 0.5228 2.1472 1.0943
C 1.6434 1.4964 1.7275
C 5.4425 0.1042 0.8690
C 6.3633 1.0915 1.1912
C 7.5942 1.1612 0.4775
C 7.8177 0.2649 -0.5464
C 6.9436 -0.7939 -0.8152
C 5.7333 -0.7678 -0.1484
H 3.9531 2.3749 3.5202
H 3.9654 2.8035 5.8369
H 4.4719 0.9566 7.4972
H 5.0118 -1.3840 6.5432
H 5.3311 -1.5960 4.1525
H 4.5200 2.2883 -0.0223
H 3.2686 3.2763 -1.6785
H 0.9074 3.7538 -1.5398
H -0.4228 2.0233 1.6770
H 1.4133 0.7905 2.5239
H 6.1750 1.8075 1.9611
H 8.2484 1.9665 0.7532
H 8.7725 0.2734 -1.0667
H 7.1177 -1.5535 -1.6129
H 5.0374 -1.5908 -0.2940
```

Properties
LUMO level (spin up / spin down), eV: -2.419 / -4.872
⟨S²⟩: 6.10
Frontier orbital gap (spin up / spin down), eV: 6.386 / 3.899
Spin multiplicity: 5
Net charge: +1

***

The following is a quantum chemistry calculation of C14H16F3N3O3S in the gas phase, from OMol25.

The geometry in XYZ format:
```
40
C14H16F3N3O3S ωB97M-V/def2-TZVPD
O 2.8012 0.5409 4.3250
O 0.5804 0.0597 4.9462
F -0.3768 2.8431 3.6148
F 1.2687 3.3472 4.9628
F 1.6788 3.2168 2.8262
N -0.9690 -1.0719 -3.8166
O -1.2442 -1.1774 3.5813
C -0.6783 -0.8273 -2.5749
C -2.3082 -0.5585 1.5932
C -2.3312 -0.2526 0.2296
C -1.1634 -0.5715 2.3489
C 0.0333 -0.0619 1.7836
C 0.0395 0.3379 0.4198
C -1.1572 0.1666 -0.3751
N 0.0419 -1.8121 -2.0048
N 1.2193 0.0201 2.4624
C -0.3792 -2.3729 -4.2259
C 1.3332 0.9576 -0.1167
C -1.1099 0.3947 -1.8767
C 0.0671 -2.9756 -2.8975
C 1.2542 1.3186 -1.6065
C -0.1741 1.5831 -2.1396
C 0.9603 2.6779 3.8615
S 1.3868 0.8520 4.0091
H -0.3781 -1.1088 4.0664
H -3.2212 -0.9696 2.0143
H -3.2662 -0.3930 -0.3491
H -0.1383 -1.9641 -1.0250
H 2.0393 0.2943 1.8974
H 0.4648 -2.2226 -4.8972
H -1.1608 -2.9529 -4.7431
H 1.5357 1.9209 0.3675
H 2.1925 0.3012 0.1132
H -2.0990 0.6472 -2.2609
H -0.6223 -3.7614 -2.6129
H 1.0465 -3.4332 -2.9736
H 1.7064 0.5533 -2.2619
H 1.8350 2.2306 -1.8302
H -0.5758 2.4394 -1.6079
H -0.1317 1.7840 -3.2272
```

Properties
LUMO level, eV: -0.074
Frontier orbital gap, eV: 8.426
Structure (SMILES): O=S(=O)(Nc1c(O)ccc2c1CCC[C@H]2C1=NCCN1)C(F)(F)F